A structure of composition C48H65BCl4N7O5PSr. Source: OMol25; level of theory: ωB97M-V/def2-TZVPD.

Cartesian coordinates (Å):
H  5.02497  0.45353  2.47907
H  -2.61782  6.16064  -0.20500
C  -1.92020  1.83811  3.56017
N  -1.34429  -3.22626  -0.53677
C  4.33159  0.48111  -1.40645
C  -5.99976  -1.44843  0.84044
H  -1.61740  -1.74114  -4.71146
H  3.55330  -2.57032  -0.27112
H  -0.94775  6.38590  0.36426
H  -4.43713  3.44364  0.25819
H  -5.71302  -3.99495  -1.34514
H  -1.57034  -1.07868  3.53098
H  -1.19761  -4.09023  3.13981
H  -5.09909  3.94288  -1.33230
Cl  -0.13623  1.71826  5.55921
C  2.74024  -3.12558  -2.18284
H  0.25825  0.11912  -0.27344
C  -4.71548  -0.92526  0.70402
C  -3.30506  -3.20069  -1.96616
H  0.10536  2.37660  -1.92875
C  -0.96873  -1.98924  3.63315
C  1.60492  -1.96176  3.04833
H  -2.29557  6.39180  1.53168
H  2.04806  -2.27985  3.97805
H  2.70631  5.58781  -0.20598
B  1.32320  -0.34681  -0.31824
C  -1.95265  -3.53356  -1.74258
C  -0.60452  -0.17861  -5.77376
C  -3.72751  -1.45068  -0.15497
H  1.02465  3.80951  -2.42195
H  -1.25836  -5.11046  -4.67868
H  2.99427  3.67314  3.07866
C  -6.36440  -2.56647  0.10787
H  -1.74996  1.08996  -3.57266
H  3.90571  -2.86573  -3.99945
P  -1.74604  3.50281  -0.37775
N  2.18142  0.94711  -0.27171
C  2.37070  2.95136  0.49640
N  0.10007  -1.28190  1.55030
H  -0.10782  0.77372  -5.56901
C  -0.58028  -2.12390  5.10155
Sr  -1.75366  0.49452  0.64320
H  1.06744  -2.84142  -4.45435
C  0.23807  -1.79180  2.76066
C  2.74559  5.40443  0.87020
H  -1.47670  -2.16992  5.72231
H  0.88335  4.34320  0.98633
N  1.52069  1.95074  0.36186
C  2.97742  -3.38624  -0.70550
C  -4.06500  2.49898  5.31077
H  3.55186  -4.30547  -0.57168
C  4.22234  0.91994  -2.86958
C  -1.80680  -3.18233  3.16614
H  3.18000  0.90648  -3.19227
C  3.98526  0.13273  2.59410
H  4.60627  1.93634  -2.98475
C  1.97199  3.89689  2.75640
H  -3.01934  0.26712  -4.49657
C  0.97398  -2.10673  -3.66863
C  1.69886  -2.07606  -2.49647
H  3.94442  -0.53815  -1.34681
Cl  -2.49704  2.46153  7.52231
H  3.94562  -0.93605  0.76618
O  -3.44537  1.87759  1.75511
C  -3.15035  -4.20779  -4.18672
H  1.61607  4.76438  3.31887
O  -0.64826  4.24124  -1.33290
C  -1.25186  -4.24260  -2.72269
Cl  -5.38559  2.91483  6.36477
C  4.63831  -2.28520  2.29368
H  -6.70176  -0.98618  1.52754
H  6.20760  1.49264  -1.04119
H  4.79479  0.25855  -3.52582
H  3.79452  5.27943  1.15590
H  1.32876  3.04882  2.99899
H  -1.81806  -2.46241  -0.05971
C  -4.32561  3.36958  -0.82327
Cl  -5.87728  2.60123  3.26108
C  -2.79989  2.30168  5.81610
H  -7.34823  -3.01086  0.21781
H  4.50347  3.22359  -0.15620
O  -0.98542  1.51181  2.73872
H  -3.61816  -4.43987  -5.13620
C  -0.00078  -1.10773  -3.53852
C  -1.13284  -0.78694  -4.47258
H  4.48627  -2.46159  3.36105
C  5.78205  0.49191  -0.93315
C  2.27171  -1.51063  1.92631
H  2.36593  6.29025  1.38425
H  5.86537  0.20782  0.11722
C  1.93002  4.17332  1.25059
C  -3.85965  -3.53275  -3.20124
H  5.68778  -2.01540  2.14658
H  4.44243  -3.21960  1.76872
C  -1.92022  5.95400  0.60845
H  0.12007  -0.83957  -6.25415
H  -4.49919  -0.04659  1.30835
H  -4.88602  -3.23959  -3.39057
H  2.05105  -3.46960  -0.13700
C  3.61597  2.61512  -0.07807
N  0.14009  -0.49063  -2.38635
H  -0.00598  -3.04120  5.26777
H  4.76354  -3.71057  -2.70026
H  -2.55529  -0.33929  -2.90014
H  -2.21173  -3.01856  2.16749
H  -2.64441  -3.34674  3.84810
N  1.19067  -1.06704  -1.72048
H  3.33584  0.93224  2.23475
C  -5.44207  -3.11313  -0.77115
H  -0.34899  -3.06594  -0.59582
C  -3.26507  2.04302  3.02740
H  0.01307  -1.27030  5.42965
C  -4.27985  2.36258  3.92585
O  -1.79317  4.55536  0.83437
C  3.44379  1.32591  -0.55002
H  -0.22108  -4.51372  -2.52206
C  4.06704  -2.89636  -2.92057
H  6.38603  -0.19734  -1.52924
H  -4.42127  2.31542  -1.09498
C  -1.74974  1.97053  4.94135
O  -3.06314  3.89384  -1.27214
H  -0.51691  3.42152  -3.23392
C  0.02146  3.40786  -2.28313
H  3.78325  -0.01917  3.65665
C  -2.17646  0.11458  -3.81820
H  -1.42142  0.00576  -6.47607
C  3.72583  -1.16031  1.81057
C  -4.16382  -2.55999  -0.92046
H  4.54051  -1.96187  -2.63220
N  1.34508  -1.14801  1.00943
C  -1.83547  -4.57566  -3.93198
H  2.32140  -4.04095  -2.61415

Atoms 1-3, force components in eV/Å:
0.0 0.0 0.0
0.0 0.0 0.0
-0.2 0.0 -0.1

- charge = -2
- LUMO level (eV) = 3.7
- HOMO-LUMO gap (eV) = 5.3
- HOMO level (eV) = -1.6
- DFT total energy (hartree) = -4865.57212
- relative energy (zero: lowest compared OMol25 entry of this formula, charge and spin) (kcal per mole) = 44.1

***

A cluster of 12 separate species, C48H66N10O10 in total in a non-equilibrium geometry. Source: OMol25; level of theory: ωB97M-V/def2-TZVPD.

Cartesian coordinates (Å):
C  2.70402  -4.88791  1.09267
C  3.68376  1.03574  3.47826
C  2.73071  0.52457  -3.85567
H  -1.43536  3.00763  -5.40566
C  4.75366  2.30498  -0.45281
H  -1.83329  -5.23962  -1.15981
H  4.41964  -2.05622  3.15909
C  0.60262  -0.36545  -4.54558
H  0.05802  3.22710  -0.77385
C  4.91151  3.63549  -0.84304
C  4.08776  4.55982  -0.26592
C  -5.24608  4.16689  -0.22966
H  -1.81370  1.79438  -1.34759
C  1.01633  4.09269  5.52654
C  -1.81764  2.35740  -3.44852
H  4.70322  -0.79691  2.06400
H  -1.84092  1.50548  4.93193
H  -4.94225  0.58072  -1.98007
H  4.24972  5.63201  -0.46841
C  1.93340  -4.03201  3.28840
C  -4.10097  4.88605  -0.00244
H  4.75778  -5.63547  1.35458
C  -1.26236  -1.22663  3.68717
C  0.57110  3.75935  3.20895
C  -3.84477  -4.10016  -0.15006
C  -2.99052  4.16615  0.38636
H  2.01618  0.17605  0.40033
H  -2.08166  -3.95449  2.30074
O  -4.74968  -3.37977  0.28001
H  -6.34832  -0.12203  -2.86384
C  3.18607  4.17408  0.69534
H  -2.03704  4.60325  0.64948
H  1.80634  4.69080  5.97130
H  4.94089  -5.13015  3.68426
H  1.38471  3.13254  5.31673
H  1.61691  -1.77406  -1.14033
H  -0.00147  1.35180  1.19780
C  1.04012  -0.25074  0.21543
C  -0.08405  0.41624  0.66149
H  -2.27985  2.25168  1.04381
H  3.07771  -1.64283  2.04882
H  -4.44078  1.14403  0.63312
H  -0.61389  -2.87761  -1.10041
C  2.17394  -0.07262  -6.13550
H  1.45909  -1.08285  4.12631
H  -0.81071  -4.92822  0.30105
N  -5.37924  2.88431  0.04958
H  -2.65848  1.77211  -3.71915
H  -1.53252  1.63739  3.18713
C  3.08254  0.37983  -5.18527
C  -3.14032  2.81322  0.72005
C  -3.86521  -1.65479  -3.06833
C  0.16250  5.95021  4.24919
N  0.91409  -0.38289  -5.81569
N  -2.88671  -4.75717  0.57838
H  0.94026  6.67355  4.45593
H  -4.03382  5.93978  -0.21246
H  3.44084  0.91995  -3.12390
H  2.33105  2.44780  1.68086
C  3.09228  2.81120  0.98506
N  -1.30733  -0.02264  0.61329
N  -0.14652  3.89133  -4.03624
C  3.88772  -5.18941  1.79190
H  0.78913  -3.96389  1.38208
C  1.44821  0.13193  -3.59056
H  4.54187  1.04395  2.78165
C  -4.34231  2.22121  0.49102
H  -3.74242  -4.25431  2.45931
H  2.87850  -1.51537  5.15878
N  -4.44989  -0.51485  -3.68278
C  -1.44245  -1.21692  0.01386
O  1.81854  -3.93453  -3.21664
C  -5.34726  0.37800  -2.94515
C  4.00825  -4.88230  3.16304
H  -0.21454  6.31123  3.29493
H  5.72610  3.93600  -1.51581
H  -2.49514  -1.64329  0.02553
C  1.70372  -4.32226  1.89933
C  -3.90133  0.04614  -4.79628
H  0.16419  4.05854  6.21808
H  -3.49473  0.65877  2.75320
O  -0.15671  -4.67419  -2.53365
C  -2.83651  -4.67060  2.03299
C  0.84078  -1.34330  -0.54562
H  1.62311  -4.62128  -6.27485
H  2.38941  -0.22511  -7.18578
H  -6.12007  4.65845  -0.66313
H  -3.60036  -4.24094  -1.21393
C  -0.37398  3.21156  -1.76518
C  -1.80680  0.98520  4.01457
C  3.91302  -1.22479  2.67427
O  0.08074  3.94551  2.10398
C  2.38604  -0.74529  4.56872
H  3.22089  -4.95592  -4.37087
H  2.56885  4.91775  1.27863
H  2.65593  -5.12564  0.04771
H  -4.53883  0.85519  -5.18933
H  3.30282  -3.15957  -4.22767
H  -5.39865  1.33292  -3.43192
C  -1.77547  -5.32876  -0.05299
H  1.22818  -2.96419  -5.77281
C  0.25048  3.96258  -2.75665
C  1.54514  -3.98960  -5.43248
N  3.31631  -0.23755  3.60928
H  -0.65031  6.14302  4.96039
C  -1.42165  2.38404  -2.13506
C  2.64780  -3.99534  -4.35736
H  2.13915  0.01282  5.24007
N  3.83159  1.88367  0.39323
H  -2.93254  -1.40954  -2.49739
O  -0.54281  -2.13409  3.41088
C  0.58378  -4.41334  -3.44447
C  -1.11412  3.09505  -4.34294
H  -2.52190  -5.65538  2.41225
H  5.41538  1.54100  -0.84803
O  -2.56711  -1.12873  3.35275
C  -3.07217  0.20673  3.67095
H  1.18846  -3.52225  3.88650
H  -3.87006  0.09761  4.38126
O  0.47647  -4.62698  -4.72428
H  1.13614  4.56586  -2.57532
H  -1.79273  -6.40525  0.25451
O  -2.83258  -0.30099  -5.33904
C  -0.45993  -1.89563  -0.60934
N  0.65826  4.63218  4.22928
O  3.16599  2.04468  4.01470
H  -4.53959  -2.07355  -2.33539
H  4.11639  0.60947  -5.45967
H  1.04961  0.18542  -2.58362
H  1.14713  2.88657  3.47488
O  -0.81229  -0.08259  4.27433
H  -0.39698  -0.58142  -4.30100
N  3.05808  -4.30332  3.91064
H  -3.66120  -2.39520  -3.80566

Atoms 1-3, force components in eV/Å:
0.7 0.0 2.4
-0.5 1.3 0.5
0.1 -0.1 -0.7

- LUMO level (eV) = 0.4
- SMILES string = O=C1OCCO1.O=C1OCCO1.CN(C)C=O.CN(C)C=O.CN(C)C=O.CN(C)C=O.c1ccncc1.c1ccncc1.c1ccncc1.c1ccncc1.c1ccncc1.c1ccncc1
- HOMO-LUMO gap (eV) = 9.3
- HOMO level (eV) = -8.9
- DFT total energy (hartree) = -3168.54710

***

A cluster of 12 separate species, C48H69N3O27 in total in a non-equilibrium geometry. Source: OMol25; level of theory: ωB97M-V/def2-TZVPD.

Cartesian coordinates (Å):
H  -1.63212  5.96018  0.40132
H  1.42093  0.99724  -7.56136
C  3.39104  0.47096  3.05774
H  4.36964  1.36941  -3.68257
H  -4.60088  -3.71829  -0.12393
H  1.70339  2.37898  -2.05810
H  0.67050  -4.26412  0.72445
H  5.75535  -1.19511  -1.14367
H  2.65447  0.28653  3.83975
H  -2.93453  5.22671  3.61286
H  -3.71737  3.77512  3.10800
C  4.60607  -1.12558  1.93979
C  -0.09242  0.35258  5.26483
H  7.35965  -0.34797  -1.10016
H  3.38805  -6.30118  2.29649
O  0.36940  3.91693  -2.23203
H  4.25485  -3.01648  -2.62338
H  -0.02434  -3.45526  -2.33300
C  1.08615  -4.60783  1.67166
O  -3.04762  -1.21321  4.33810
O  5.49838  -0.30473  2.62146
O  -4.35810  -5.63686  2.31819
C  3.23426  -2.97410  -2.27268
C  -3.23889  4.67565  2.72304
C  4.14270  1.45926  -0.83472
H  -4.20925  -0.73705  1.40129
H  0.81271  -5.64142  1.88385
O  3.31836  -0.67730  2.18749
O  2.83129  -3.66780  2.77812
C  -3.30103  -4.78570  2.41528
C  -5.28789  1.53856  -4.81122
H  2.79370  -3.66593  0.73767
H  -2.29456  -5.70270  -0.55628
C  -0.25873  0.40814  -0.51003
C  1.24409  0.52744  -6.60511
C  2.57006  -4.32832  1.57393
C  -3.75023  1.36558  1.21018
C  -6.69949  0.22019  0.14340
C  2.79092  -2.11591  -1.29651
H  0.82519  -0.21952  5.12778
H  -4.08344  5.23049  2.31441
H  -0.33828  0.09925  6.29608
C  2.58863  4.40216  -1.81455
H  2.86089  2.72179  -4.16654
N  0.51563  0.39871  0.59919
C  5.52521  1.98620  3.23842
C  -1.26644  5.56333  1.34836
H  -1.61233  -1.52454  3.05419
H  1.19203  1.09419  0.88004
H  -3.30526  4.22089  -2.32263
H  3.15969  1.38382  2.50886
O  0.63381  -3.75968  2.67157
H  2.93501  4.00712  -0.85953
N  1.83492  -0.57044  -4.74080
H  -1.73187  -0.93277  -1.27856
C  2.21889  -0.13531  -5.94773
H  3.22198  -1.40323  -0.60900
H  1.20375  2.47452  -4.42266
H  -3.71608  -5.65920  -1.56142
O  3.58761  0.83823  -1.90251
H  3.38832  4.53654  -2.54292
C  -3.47935  3.15469  -2.17769
H  0.22261  1.39603  5.27396
O  -3.14125  -4.08026  1.26280
C  0.52613  -0.27089  -4.66184
C  4.58139  0.61254  -2.92732
C  -5.83332  0.25418  2.21779
H  3.25678  -0.21201  -6.23632
H  4.55607  -0.33891  -3.45854
H  -2.64213  -4.30080  -1.40741
O  -2.34422  0.78197  4.95669
H  5.45259  2.24544  2.18219
C  1.67202  -3.25869  3.33007
H  -0.92252  0.76927  -5.97786
C  4.85586  0.59271  3.49083
H  0.00463  -0.46865  -3.73700
N  1.42093  -2.34064  -1.20527
O  1.77071  5.52871  -1.65596
H  -1.24685  -2.05407  4.74310
H  -3.32453  1.44988  2.21006
H  -2.89770  1.11872  0.57744
H  -4.44294  3.06756  -1.67569
H  -4.52468  -6.57922  0.55251
H  5.10726  0.28625  4.50621
H  -0.21708  1.17601  -1.26835
O  5.47581  1.59047  -1.05199
H  0.63426  -0.86262  2.31637
H  6.75456  -0.96662  -2.60665
O  -4.60616  0.23616  5.24686
H  -3.04348  0.14834  -3.36708
C  0.01197  3.86902  2.00552
C  0.06365  0.35002  -5.84336
C  5.86842  0.78037  -2.13704
H  -1.39248  6.38608  2.05213
O  0.02963  5.04007  1.33550
O  -5.33209  0.20778  -0.00278
O  -6.98981  0.30167  1.45978
C  -3.44914  0.01462  4.80480
C  -4.00671  -4.53732  0.28136
C  -2.13952  4.38137  1.70854
H  6.59050  2.00198  3.46869
C  0.48523  5.15380  -1.90990
H  -1.34242  -2.28374  0.98635
C  -4.79693  -5.60309  0.95395
H  1.78719  4.10860  -4.49984
C  -4.73811  0.20167  1.23630
O  1.02270  3.21767  2.32469
C  -3.14495  -5.08058  -0.83540
H  -5.89433  -0.69191  2.75565
C  1.59680  3.38004  -2.47596
H  2.31621  -4.38624  -3.57468
H  -2.37218  3.76448  0.84055
H  0.80450  -1.71777  -0.70312
C  0.19497  -0.72190  1.33983
C  -3.92245  0.77768  -3.22765
H  6.47676  1.35540  -2.83516
O  3.51381  1.80205  0.16790
H  -4.27009  2.28695  0.94763
O  -4.63870  2.63770  -4.30376
H  5.02428  2.79060  3.77704
H  2.46240  -1.01943  -4.08905
H  -5.83938  -5.34103  0.77303
O  5.01653  -2.04371  1.22384
C  1.89308  3.17376  -3.94941
O  -4.85439  0.47023  -4.22718
H  -2.61978  2.25384  -4.11306
C  3.48598  -5.53683  1.52560
H  -2.65274  2.77387  -1.57786
C  -1.67457  -1.27408  4.11320
O  -1.20591  3.55544  2.32518
C  6.44168  -0.52451  -1.66074
C  -3.54030  2.24406  -3.52941
C  -1.23518  0.14406  4.29313
O  -7.58009  0.21802  -0.72755
C  2.17942  -3.66439  -2.78308
H  4.53272  -5.23515  1.48804
H  3.20624  -6.01347  0.58609
H  -0.95960  0.56827  3.32762
H  -5.70208  1.04468  2.95669
O  -0.46406  5.92832  -1.79119
C  -0.78911  -1.41385  0.66457
O  1.64175  -2.51357  4.29687
C  -1.01580  -0.67585  -0.51199
H  -4.43531  0.65253  -2.27401
C  1.01421  -3.27688  -2.09637
O  -6.15299  1.50952  -5.59313
O  -2.59109  -4.66565  3.42713

Atoms 1-3, force components in eV/Å:
0.8 -0.1 -0.4
-0.4 0.0 0.0
-0.2 0.5 0.2

- LUMO level (eV) = 0.0
- SMILES string = C[C@H]1COC(=O)O1.C[C@H]1COC(=O)O1.C[C@H]1COC(=O)O1.C[C@H]1COC(=O)O1.C[C@H]1COC(=O)O1.C[C@H]1COC(=O)O1.C[C@H]1COC(=O)O1.C[C@H]1COC(=O)O1.C[C@H]1COC(=O)O1.c1cc[nH]c1.c1cc[nH]c1.c1cc[nH]c1
- HOMO-LUMO gap (eV) = 8.7
- HOMO level (eV) = -8.7
- DFT total energy (hartree) = -4066.23043
- relative energy (zero: lowest compared OMol25 entry of this formula, charge and spin) (kcal per mole) = 92.3

***

- Which value of HOMO level does entry 2 give?
  -8.9 eV